8
Properties=species:S:1:pos:R:3 method="wB97M-V/def2-TZVPD" relative_energy_kcal_mol=80.4 homo_ev="-9.5 / -9.7"
P -0.93 -1.21 0.49
P 1.07 -0.31 0.24
O -2.20 1.17 -0.06
N 1.34 -0.81 -1.16
C -1.36 0.36 -0.35
H 1.78 -0.82 1.36
H 0.85 1.17 0.58
H -0.56 0.45 -1.10

---

7
Properties=species:S:1:pos:R:3 method="wB97M-V/def2-TZVPD" relative_energy_kcal_mol=28.1 homo_ev=-9.4
S -0.32 0.09 0.65
O -1.04 1.60 -2.53
N 0.72 -1.26 0.87
C -1.09 2.20 -1.57
H 0.43 0.96 1.35
H 0.19 -2.03 1.26
H 1.11 -1.55 -0.03

---

7
Properties=species:S:1:pos:R:3 method="wB97M-V/def2-TZVPD" relative_energy_kcal_mol=67.1 smiles="O/N=C/S" homo_ev=-9.0
S -0.86 1.80 0.31
O 0.70 -1.75 -0.23
N 0.14 -0.49 -0.31
C -0.16 0.20 0.68
H 1.05 -1.82 -1.16
H -0.71 1.96 -1.09
H -0.17 0.11 1.80

---

8
Properties=species:S:1:pos:R:3 method="wB97M-V/def2-TZVPD" relative_energy_kcal_mol=44.7 smiles=C#N.OSS homo_ev=-9.2
S -0.10 -0.05 2.75
S 0.24 0.21 0.51
O 1.23 -0.66 -0.57
N -1.14 2.16 -1.71
C -1.92 1.32 -1.53
H -2.54 0.45 -1.55
H -0.38 -1.33 2.90
H 2.16 -0.41 -0.83

---

8
Properties=species:S:1:pos:R:3 method="wB97M-V/def2-TZVPD" relative_energy_kcal_mol=71.7 multiplicity=3 homo_ev="-8.2 / -8.4"
S 1.45 -0.09 -0.84
S 0.68 -1.71 0.23
O 1.31 1.47 1.02
N -0.20 0.29 -0.91
C -0.71 -0.47 0.19
H -1.75 -0.73 -0.02
H -0.52 0.02 1.08
H -0.25 1.22 -0.75

---

7
Properties=species:S:1:pos:R:3 method="wB97M-V/def2-TZVPD" relative_energy_kcal_mol=54.6 homo_ev=-7.8
Si -0.27 0.17 -0.67
O -0.91 -0.19 0.70
N 2.83 0.37 0.46
C 3.33 -0.45 -0.16
H -0.93 0.11 1.61
H 3.78 -1.30 -0.46
H 0.55 1.53 -0.65

---

7
Properties=species:S:1:pos:R:3 method="wB97M-V/def2-TZVPD" relative_energy_kcal_mol=51.7 homo_ev=-8.6
Si 1.32 -0.19 0.70
O 0.49 -0.39 -0.70
N -3.62 -0.45 -0.53
C -3.90 -0.14 0.55
H 0.10 -0.42 1.71
H -0.30 -0.08 -0.96
H -4.07 -0.03 1.57

---

7
Properties=species:S:1:pos:R:3 method="wB97M-V/def2-TZVPD" relative_energy_kcal_mol=76.2 homo_ev="-7.7 / -7.7"
S 3.04 -0.01 -0.10
S 0.40 -1.17 0.13
N 1.39 0.10 0.32
C -1.07 -0.68 -0.32
H -1.48 0.35 -0.65
H 3.33 1.36 -0.38
H -1.61 -1.57 -0.18